10
Properties=species:S:1:pos:R:3:forces:R:3:nbo_charge:R:1 method="wB97M-V/def2-TZVPD" energy_ev=-8199.5435 orbital_gap_ev=8.353 charge=0 homo_ev=-8.20
O -2.09073 -0.03150 -1.84069 0.8 -0.6 0.7 -0.409
C -1.34898 -0.65535 -1.20990 -0.2 0.5 0.0 0.955
N 0.74354 1.35235 -0.43507 0.1 -0.1 0.3 -0.750
C 0.78222 0.67863 0.65562 0.0 -0.2 0.0 -0.003
C 0.35534 -0.62136 1.02378 -0.5 0.0 -0.5 -0.228
N -0.63816 -1.33255 -0.43997 0.2 0.7 0.2 -0.724
H 1.26696 2.22292 -0.33409 -0.1 -0.2 -0.1 0.343
H 1.31361 0.98410 1.58804 0.0 0.3 -0.2 0.185
H -0.37773 -0.58937 1.84316 0.0 -0.3 -0.4 0.180
H -0.00609 -2.00786 -0.85087 -0.1 0.0 0.0 0.451

30
Properties=species:S:1:pos:R:3:forces:R:3:lowdin_spin:R:1 method="wB97M-V/def2-TZVPD" energy_ev=-14206.8437 orbital_gap_ev="2.992 / 6.642" charge=-1 homo_ev="0.75 / -2.96" spin_multiplicity=2
C 1.98694 1.02364 -2.57685 0.8 0.1 -2.1 0.002
C 1.09805 -0.54000 -0.87838 -4.2 -2.8 -3.1 0.055
C 1.08553 -0.01106 -2.20731 -2.6 -3.0 1.1 0.048
C 0.03607 -1.53413 -0.81075 -1.1 1.4 -1.3 0.009
C 0.11344 -0.76779 -2.96402 2.0 1.4 1.3 0.235
C 1.80966 -0.40508 0.25042 1.4 0.1 3.5 0.153
C -0.41303 -2.16864 0.37605 1.4 0.3 -1.2 0.166
C 1.48760 -1.06038 1.45895 -1.2 -2.5 1.0 0.043
C 0.37362 -2.01210 1.50139 4.0 2.3 2.2 0.107
N -0.59288 -1.53331 -2.09336 -0.9 -3.2 4.2 0.049
H 2.63116 0.20820 0.18328 2.0 1.6 0.4 0.023
H 2.98986 0.61371 -2.53662 0.7 0.5 0.0 0.006
H 1.85041 1.91872 -2.05137 0.2 1.3 1.6 0.002
H -0.26703 -0.68484 -3.91655 -0.4 0.6 -2.0 0.038
H -1.21541 -2.38707 -2.18089 1.2 1.9 -0.9 0.010
H -1.27516 -2.71633 0.54845 -1.8 -1.1 -0.7 0.021
H 2.07033 -0.98333 2.44648 -0.6 0.2 -1.9 0.001
H 0.32824 -2.55941 2.48257 -0.6 0.4 -1.2 0.012
H 1.76420 1.36619 -3.57068 0.2 -0.1 -1.0 0.002
C -1.02848 0.92911 1.76429 2.5 -0.2 -1.3 0.004
C -1.03595 2.45525 1.95353 3.3 -0.7 -1.2 0.003
C -2.19907 0.42357 0.99449 -2.7 -0.6 -2.6 0.003
H -0.11879 0.59584 1.16862 -1.1 0.8 0.7 0.002
H -0.84016 0.40313 2.67669 -0.3 -0.1 0.9 0.003
H -1.07633 3.00499 1.02779 -1.0 0.0 -0.6 0.001
H -2.56419 -0.66085 1.02204 1.1 1.3 0.7 0.001
H -3.16728 1.00202 1.12449 1.0 -0.2 0.2 0.000
H -0.07518 2.93075 2.31195 -0.7 -1.1 0.4 0.001
H -1.79160 2.62827 2.61539 -2.2 1.3 1.6 0.000
H -1.96458 0.52092 -0.12009 -0.3 0.1 1.3 0.000

99
Properties=species:S:1:pos:R:3:forces:R:3:lowdin_charge:R:1 method="wB97M-V/def2-TZVPD" energy_ev=-77908.8597 orbital_gap_ev=10.151 charge=0 homo_ev=-9.64
C -1.07830 9.96771 26.12859 -0.8 0.8 1.9 -0.023
C -0.08515 9.03608 25.50377 -0.1 1.0 4.9 -0.371
C -0.26406 7.62455 26.14969 0.7 0.2 -1.1 -0.042
O -0.76217 6.93536 24.98387 -0.7 -0.2 -0.6 0.051
C -0.66507 7.72018 23.89372 0.2 -2.2 -4.1 -0.528
O -0.77961 7.31923 22.72044 -0.2 1.2 3.5 0.101
O -0.32458 8.96872 24.18581 -0.3 -1.2 -2.6 0.121
H -0.57145 10.40551 27.02459 -0.8 -0.3 -0.4 0.104
H -2.09908 9.56900 26.41835 1.3 -0.1 -0.2 0.103
H -1.30784 10.76957 25.46256 0.1 0.8 -0.5 0.073
H 0.89963 9.45086 25.70879 0.2 -0.3 -0.2 0.131
H -0.94849 7.54923 27.01518 0.3 0.2 -0.8 0.122
H 0.66814 7.12273 26.37780 0.2 0.2 0.4 0.117
C -6.11822 2.79895 23.23003 -2.1 -0.5 0.1 -0.017
C -6.67830 2.12568 24.48424 2.5 -0.1 -0.3 -0.260
C -5.46101 1.48230 25.19917 1.2 -0.7 0.0 -0.100
O -5.34315 2.19081 26.42090 -0.4 0.1 0.6 0.030
C -6.29559 3.13947 26.51018 1.5 0.6 1.2 -0.559
O -6.35787 3.89706 27.45083 -0.4 -0.7 -1.0 0.130
O -7.00818 3.17360 25.40123 -1.9 0.1 -0.2 0.096
H -6.90405 2.75272 22.46214 0.0 1.4 0.2 0.090
H -5.42547 2.15871 22.76002 1.5 -0.6 -0.1 0.067
H -5.69379 3.74408 23.58813 -0.2 -0.1 -0.9 0.099
H -7.48400 1.41554 24.26134 -0.1 0.5 0.5 0.156
H -4.46661 1.62697 24.68744 -1.2 -0.1 0.1 0.125
H -5.55324 0.41873 25.45024 -0.3 0.2 -0.2 0.127
C -3.31954 5.88326 26.84717 1.2 0.3 1.8 0.008
C -2.79756 5.29456 28.23008 0.5 -0.7 -3.6 -0.175
C -2.55994 3.78034 27.98862 -0.6 0.0 0.8 -0.091
O -1.16826 3.65294 28.06968 1.5 -1.4 0.4 0.067
C -0.56394 4.74999 28.43192 3.0 1.0 0.3 -0.561
O 0.66119 4.86707 28.58239 -3.0 -0.2 -0.3 0.092
O -1.43917 5.75026 28.55606 -1.2 0.6 0.3 0.082
H -2.78162 5.42896 26.03699 0.4 -0.2 -0.4 0.056
H -3.16024 6.96532 26.82175 -0.2 -0.1 0.0 0.079
H -4.36399 5.66276 26.71798 -0.4 -0.2 0.2 0.065
H -3.52006 5.50924 28.97057 -0.2 0.3 1.2 0.135
H -2.72060 3.42141 26.97741 -1.1 0.1 0.0 0.107
H -3.01264 3.16067 28.78728 0.1 0.2 -0.6 0.142
C -3.35193 0.37133 27.98278 1.2 -2.1 -2.0 -0.012
O -2.02320 0.82539 27.60256 2.0 -0.4 1.0 -0.023
C -0.97805 0.17026 28.22036 -0.9 -4.1 2.8 -0.440
O -1.17774 -0.70328 29.14406 1.2 3.6 -3.7 0.037
O 0.24991 0.43895 27.70243 -2.5 1.6 -1.3 -0.040
C 1.37102 -0.41127 27.76996 -0.4 -2.0 3.3 -0.054
H -3.34164 -0.37454 28.72914 0.4 -0.3 1.3 0.075
H -3.69458 -0.21067 27.11115 -0.2 0.6 0.0 0.103
H -4.00494 1.15031 28.18593 -0.8 1.6 0.3 0.054
H 1.03087 -1.49652 27.81187 0.5 1.4 0.2 0.122
H 1.92364 -0.11399 28.70566 -0.5 -0.8 -0.7 0.110
H 2.09693 -0.32357 27.00105 -0.1 0.8 -1.3 0.071
C 3.76831 6.52776 28.29201 -0.3 -2.3 1.1 -0.056
O 4.30516 7.73457 27.87416 0.1 3.2 -0.9 0.015
C 3.53136 8.75187 27.63537 -8.5 0.6 0.6 -0.371
O 2.08389 8.75278 27.88819 8.5 0.1 -1.4 -0.113
O 4.14100 9.76937 27.04537 0.0 -1.7 0.6 0.017
C 3.53384 11.02815 26.83413 0.9 1.6 0.2 -0.040
H 4.63662 6.14547 28.86391 -0.8 -0.6 -0.4 0.113
H 3.56223 5.91703 27.38278 0.1 0.3 0.8 0.106
H 2.87099 6.57017 28.96418 0.8 0.4 -0.9 0.110
H 3.93619 11.73881 27.57478 -0.6 -0.5 0.3 0.108
H 2.47437 11.11404 26.70464 -0.6 -0.7 0.5 0.079
H 3.96014 11.44389 25.94032 0.3 -0.3 -0.8 0.087
C 0.16694 3.16947 24.89535 2.5 -0.9 0.3 -0.033
O -0.39052 3.41298 23.65615 -1.6 0.4 -1.5 0.031
C -1.65930 3.72382 23.63271 -4.6 0.0 4.0 -0.342
O -2.66378 3.25295 24.55728 5.9 2.7 -5.7 -0.079
O -1.82421 4.72744 22.72978 0.5 -2.5 1.3 0.020
C -3.10628 5.25893 22.77562 -2.2 0.0 1.1 -0.076
H -0.26661 2.33697 25.36878 -0.9 -0.7 1.0 0.083
H 0.26940 4.06449 25.47176 -0.5 0.5 0.6 0.100
H 1.18645 2.86154 24.65947 0.1 0.0 0.1 0.099
H -3.36435 5.52988 23.79761 0.2 0.5 0.1 0.081
H -3.84190 4.50233 22.58028 -0.3 -0.6 -0.5 0.070
H -3.30615 6.08063 22.12103 0.8 0.4 -0.5 0.097
C -3.97301 8.72559 23.85663 0.6 1.3 0.2 -0.025
O -4.64986 7.78475 24.67924 -0.5 -0.6 1.8 -0.027
C -5.41254 8.18286 25.72058 0.2 6.2 0.3 -0.378
O -5.50599 9.54426 26.10098 0.4 -8.7 -2.0 -0.064
O -6.05521 7.10342 26.24884 2.8 2.5 -2.3 -0.043
C -6.86439 7.49251 27.29292 -1.5 -0.3 2.5 -0.084
H -3.05358 8.39316 23.37027 -0.2 -1.1 0.5 0.078
H -3.66897 9.64503 24.37481 -0.6 -0.3 0.1 0.097
H -4.64523 8.92193 23.06307 -0.7 0.7 -0.8 0.090
H -7.83654 7.75584 26.83366 0.4 0.6 0.8 0.115
H -6.35393 8.22259 27.98592 -0.9 -0.3 -1.1 0.122
H -7.01420 6.58280 27.88474 -0.1 0.1 -0.1 0.088
C 6.07867 2.28500 24.54433 1.5 2.0 -0.2 -0.037
O 4.72713 2.33961 24.89590 -2.4 -0.6 -1.1 0.036
C 4.36455 2.58697 26.09726 7.4 3.3 7.7 -0.461
O 5.29835 3.02073 27.14827 -4.5 -2.5 -6.4 -0.125
O 3.14781 2.50181 26.45096 -1.2 -1.6 -1.4 0.026
C 2.87241 2.75944 27.81419 -1.9 1.3 1.9 -0.051
H 6.21891 1.99165 23.50024 -0.6 0.1 0.2 0.102
H 6.57810 1.60858 25.18055 0.6 -0.8 0.7 0.083
H 6.51996 3.29834 24.70809 -0.2 -0.8 -0.2 0.118
H 3.26733 2.12599 28.62238 0.8 -0.2 -1.1 0.106
H 1.76478 2.61826 27.95547 1.0 0.7 -0.7 0.094
H 3.22784 3.79282 27.98648 -0.6 -0.7 0.3 0.079

8
Properties=species:S:1:pos:R:3:forces:R:3:nbo_charge:R:1 method="wB97M-V/def2-TZVPD" energy_ev=-142223.5763 orbital_gap_ev=10.267 charge=0 homo_ev=-10.18
C 0.77850 0.11371 -0.33666 0.0 0.0 -0.2 -0.678
C -0.50036 -0.15408 0.40203 -1.1 1.5 -0.1 -0.220
Br -1.23134 -1.89343 0.09595 0.0 0.2 0.0 0.077
Br -1.93300 1.37734 -0.09967 1.3 -1.5 0.4 -0.097
H 0.97327 1.18348 -0.37899 0.0 0.0 0.1 0.241
H 1.60254 -0.36314 0.19483 0.0 -0.1 0.0 0.231
H 0.74418 -0.27596 -1.35189 0.0 0.0 0.0 0.231
H -0.43379 0.01207 1.47440 -0.1 -0.1 -0.2 0.216